# 1
{"formula": "C24H43N4O6OsSSi3", "method": "the ωB97M-V functional and the def2-TZVPD basis", "species": ["Os", "N", "C", "C", "C", "C", "C", "C", "S", "O", "O", "N", "C", "N", "C", "C", "C", "N", "H", "H", "H", "H", "H", "H", "H", "H", "H", "C", "O", "Si", "C", "C", "C", "Si", "C", "C", "C", "Si", "C", "C", "C", "H", "H", "H", "H", "H", "H", "H", "H", "H", "H", "H", "H", "H", "H", "H", "H", "H", "H", "H", "H", "H", "H", "H", "H", "H", "H", "H", "C", "C", "C", "O", "C", "O", "O", "H", "H", "H", "H", "H", "H", "H"], "positions_angstrom": [[-0.325046, -0.331037, 0.489603], [-2.496453, -2.485469, 8.308981], [-1.782765, -2.122176, 7.211229], [-1.435133, -0.775551, 7.000665], [-0.736632, -0.401048, 5.880187], [-0.383089, -1.367461, 4.934008], [-0.697417, -2.712244, 5.138625], [-1.393031, -3.084601, 6.263128], [0.540357, -0.896263, 3.560882], [1.110947, -2.064238, 2.930069], [1.353850, 0.238720, 3.848054], [-0.559690, -0.360090, 2.356584], [-1.490809, 0.681483, 2.488949], [-1.954738, 0.877278, 1.127089], [-2.032437, 2.355816, 0.917566], [-2.903013, 2.896437, 2.022074], [-2.761760, 2.374355, 3.239338], [-1.811235, 1.358469, 3.497574], [-2.620151, -1.831216, 9.060714], [-2.592341, -3.457693, 8.541287], [-1.711091, -0.032088, 7.737449], [-0.460176, 0.631033, 5.723255], [-0.373160, -3.459607, 4.429018], [-1.631477, -4.127097, 6.430163], [-1.007204, 2.720316, 1.066673], [-3.592052, 3.707368, 1.827409], [-3.319903, 2.711338, 4.100759], [0.151250, 0.764395, -2.751944], [-0.341513, -0.187311, -1.799269], [-1.677088, -1.200450, -2.063614], [-2.968306, -0.273248, -3.033063], [-1.084752, -2.590127, -3.144765], [-1.947420, -1.504102, -0.236852], [-3.203636, -0.439660, 0.642416], [-4.706988, 0.215313, -0.231046], [-2.464506, 2.735264, -0.481813], [-3.845539, -1.067143, 2.274552], [-1.970403, -3.375308, 0.158985], [-0.485823, -4.300791, -0.521512], [-1.970903, -3.731083, 1.995198], [-3.565082, -4.028515, -0.582480], [-0.660273, 1.406608, -3.096708], [0.580911, 0.234574, -3.602802], [0.913990, 1.379464, -2.282287], [-2.666447, -0.240395, -4.082321], [-3.122609, 0.752297, -2.698095], [-3.929264, -0.791084, -2.991720], [-0.948385, -2.178003, -4.148876], [-1.800255, -3.408759, -3.233513], [-0.132130, -2.998996, -2.815707], [-4.553155, 0.681991, -1.196365], [-5.233425, 0.914197, 0.422854], [-5.369453, -0.643974, -0.381738], [-2.315785, 3.805985, -0.619307], [-1.852240, 2.217282, -1.221388], [-3.515412, 2.518372, -0.659786], [-4.558053, -1.879495, 2.113713], [-4.392469, -0.245790, 2.746698], [-3.086931, -1.417054, 2.971915], [-0.255181, -5.118568, 0.164673], [0.404731, -3.675637, -0.600131], [-0.678658, -4.742748, -1.497474], [-1.188777, -3.158705, 2.494076], [-1.735848, -4.790008, 2.129580], [-2.917232, -3.539259, 2.494689], [-3.626026, -3.863612, -1.660682], [-4.436374, -3.551794, -0.124396], [-3.656552, -5.103226, -0.410149], [2.963821, -1.348337, -1.551555], [2.578404, -0.815030, -0.183658], [3.680079, -0.988255, 0.848141], [1.391860, -1.567701, 0.248053], [2.224008, 0.671852, -0.286987], [3.031068, 1.471059, -0.666500], [0.984422, 1.043626, 0.078405], [3.276161, -2.388817, -1.464164], [3.784402, -0.757477, -1.953958], [2.116761, -1.292967, -2.235926], [3.937908, -2.044517, 0.942366], [3.376767, -0.602837, 1.822800], [4.559879, -0.438635, 0.520304], [1.549129, -1.935122, 1.143124]], "forces_ev_per_a": [[-0.13, 0.15, -0.03], [0.00, 0.00, 0.01], [0.01, 0.00, 0.00], [0.00, -0.01, 0.01], [-0.01, 0.00, -0.03], [0.01, 0.01, 0.01], [-0.01, -0.01, -0.02], [-0.01, 0.01, 0.00], [0.00, 0.00, -0.01], [0.02, 0.04, -0.02], [0.01, 0.00, -0.01], [-0.01, -0.07, 0.02], [-0.01, 0.05, 0.14], [0.05, -0.17, -0.10], [0.01, 0.01, -0.01], [0.02, -0.01, -0.01], [0.01, -0.01, 0.00], [0.00, 0.00, -0.07], [0.00, 0.00, 0.00], [0.00, 0.00, 0.00], [0.00, 0.00, 0.00], [0.00, 0.01, 0.00], [0.01, 0.01, 0.02], [0.00, 0.00, 0.00], [0.00, -0.01, 0.01], [-0.01, 0.00, 0.00], [0.00, 0.00, 0.00], [0.05, 0.06, 0.03], [-0.04, -0.05, -0.01], [0.01, -0.06, 0.02], [0.01, 0.01, 0.00], [-0.03, 0.04, -0.03], [0.05, -0.02, -0.03], [0.03, 0.07, 0.07], [-0.02, -0.01, -0.01], [0.00, -0.01, 0.02], [-0.02, 0.01, 0.00], [0.00, 0.01, 0.01], [0.01, 0.02, 0.01], [0.02, 0.01, -0.02], [0.00, 0.02, 0.00], [0.00, -0.01, -0.01], [0.01, 0.00, 0.00], [-0.04, 0.00, -0.03], [0.00, 0.00, 0.00], [0.01, 0.00, 0.00], [0.00, 0.00, 0.00], [0.01, -0.01, 0.00], [-0.01, 0.00, 0.01], [0.01, -0.01, 0.01], [-0.01, 0.01, 0.00], [0.01, 0.00, 0.01], [-0.01, 0.01, 0.00], [0.00, 0.00, 0.01], [0.00, 0.00, 0.00], [-0.01, -0.01, -0.01], [0.00, 0.00, -0.01], [0.00, 0.00, 0.01], [0.01, 0.01, 0.01], [0.01, 0.00, 0.00], [-0.01, -0.01, 0.01], [-0.01, -0.01, -0.01], [-0.01, -0.01, -0.02], [0.00, 0.00, 0.00], [-0.02, 0.00, 0.01], [0.00, 0.00, 0.00], [0.00, 0.00, 0.00], [0.01, -0.01, 0.00], [0.00, 0.00, 0.02], [-0.04, -0.02, -0.04], [-0.02, 0.00, -0.01], [0.05, 0.02, -0.01], [0.10, 0.03, 0.14], [-0.05, -0.03, -0.05], [-0.03, -0.02, -0.01], [0.00, 0.00, 0.00], [0.00, 0.00, 0.00], [0.00, 0.00, 0.00], [0.00, 0.00, 0.00], [-0.01, 0.00, 0.01], [0.00, 0.00, 0.00], [-0.01, -0.02, 0.02]], "total_charge": 1, "fmax_ev_per_a": 0.2, "homo_energy_ha": -0.4046, "lumo_energy_ev": -4.04, "total_energy_ev": -80765.754}

***

# 2
{"formula": "C24H43N8O3SSbTeTl", "method": "the ωB97M-V functional and the def2-TZVPD basis", "species": ["Tl", "N", "N", "C", "N", "N", "N", "O", "O", "H", "H", "H", "H", "H", "C", "C", "N", "C", "C", "C", "C", "C", "C", "C", "C", "N", "C", "N", "H", "H", "H", "H", "H", "H", "H", "H", "H", "C", "C", "C", "S", "O", "C", "C", "C", "H", "H", "H", "H", "H", "H", "H", "H", "H", "H", "H", "H", "H", "H", "Te", "C", "C", "Sb", "C", "C", "C", "C", "H", "H", "H", "H", "H", "H", "H", "H", "H", "H", "H", "H", "H", "H", "H"], "positions_angstrom": [[-1.488060, -0.723613, 1.051597], [-0.770935, -0.563361, 3.989828], [0.529064, -0.367964, 4.432622], [1.554962, -0.409234, 3.560686], [2.777613, -0.249545, 4.067784], [1.219527, -0.576301, 2.274122], [2.203479, -0.734290, 1.353070], [3.396418, -0.790949, 1.639889], [1.803414, -0.846521, 0.201371], [-1.359540, 0.251644, 4.122488], [-1.203902, -1.370728, 4.421806], [0.720880, -0.184232, 5.406334], [2.913878, -0.186611, 5.061653], [3.562251, -0.374032, 3.445491], [-2.407590, -1.057339, -3.444493], [-2.378684, -1.016233, -2.064557], [-1.353363, -0.479478, -1.392670], [-0.348762, 0.066321, -2.066599], [-0.302999, 0.091262, -3.455460], [-1.344244, -0.510135, -4.147892], [0.840734, 0.712098, -4.155359], [1.246849, 1.977169, -4.063266], [0.580281, 3.074913, -3.340044], [1.244443, 4.280064, -3.126235], [0.550565, 5.277361, -2.464337], [-0.701078, 5.114169, -2.039264], [-1.251602, 3.933469, -2.310329], [-0.681846, 2.911549, -2.931754], [-3.249404, -1.502772, -3.955350], [-3.188930, -1.423368, -1.467773], [0.447305, 0.499036, -1.474682], [-1.340134, -0.520440, -5.230766], [1.407657, 0.051455, -4.804086], [2.141252, 2.261446, -4.605830], [2.257684, 4.433654, -3.471547], [1.010024, 6.238960, -2.264107], [-2.277497, 3.790871, -1.991101], [-3.574409, 2.983574, 0.544769], [-2.811799, 3.298098, 1.825528], [-1.409812, 3.844573, 1.545606], [-0.155347, 2.546797, 1.553552], [-0.601339, 1.483725, 0.561829], [1.099702, 3.471548, 0.648396], [2.403058, 2.704510, 0.489678], [3.221635, 2.657056, 1.773212], [-4.571220, 2.611470, 0.774120], [-3.061183, 2.207895, -0.026849], [-3.669714, 3.879192, -0.073894], [-2.764864, 2.392961, 2.438177], [-3.355222, 4.041663, 2.410677], [-1.067022, 4.530649, 2.325221], [-1.365380, 4.364804, 0.585877], [1.244071, 4.415709, 1.180436], [0.627166, 3.681357, -0.312092], [2.979703, 3.190474, -0.300679], [2.187366, 1.699991, 0.117294], [3.531814, 3.659620, 2.072710], [4.117325, 2.050634, 1.644720], [2.642916, 2.234522, 2.597622], [-3.822771, -0.527388, 2.272280], [-2.847511, -4.428638, -0.245887], [-1.579395, -4.788294, 0.525705], [-0.153093, -3.201147, 0.398269], [0.475917, -3.325529, -1.638557], [1.226416, -4.607677, -1.980149], [1.547368, -3.943056, 1.469040], [1.566470, -5.461532, 1.612914], [-3.572499, -5.241615, -0.197520], [-2.636673, -4.245611, -1.302463], [-3.328031, -3.538959, 0.168321], [-1.123058, -5.703887, 0.147382], [-1.794926, -4.942664, 1.583871], [1.090659, -2.441570, -1.811692], [-0.425208, -3.216994, -2.245462], [2.138912, -4.709522, -1.391503], [1.516941, -4.612121, -3.031747], [0.613940, -5.494505, -1.808408], [1.546693, -3.457452, 2.445684], [2.421715, -3.575103, 0.928656], [0.701792, -5.823090, 2.170034], [2.460931, -5.781071, 2.149550], [1.568275, -5.961721, 0.644546]], "forces_ev_per_a": [[-0.17, 0.07, 0.08], [-0.01, 0.01, 0.02], [-0.02, 0.00, 0.02], [0.08, 0.01, -0.01], [0.00, -0.05, -0.01], [0.02, 0.05, 0.01], [-0.01, 0.02, 0.11], [0.03, 0.03, -0.02], [0.00, 0.00, -0.06], [0.01, -0.01, -0.01], [-0.01, 0.01, -0.01], [0.00, 0.01, -0.01], [0.00, 0.00, 0.00], [-0.01, 0.02, 0.00], [0.00, -0.01, 0.02], [0.03, 0.01, -0.03], [-0.19, -0.03, -0.05], [0.04, -0.01, 0.02], [-0.02, -0.01, -0.02], [0.00, 0.02, -0.01], [0.02, -0.04, -0.02], [0.00, 0.01, -0.02], [0.00, 0.01, 0.03], [-0.01, 0.01, -0.01], [0.01, -0.01, -0.01], [-0.01, 0.00, 0.01], [0.01, 0.01, -0.03], [-0.02, 0.01, 0.00], [0.00, 0.00, 0.00], [-0.01, 0.02, 0.00], [-0.01, 0.01, 0.00], [0.00, -0.01, 0.00], [0.01, 0.00, 0.01], [0.00, 0.01, 0.01], [0.00, 0.00, 0.00], [0.00, 0.00, 0.00], [0.00, -0.01, 0.01], [0.02, -0.04, 0.02], [0.02, 0.01, -0.03], [0.02, -0.02, 0.07], [-0.08, 0.06, -0.03], [0.12, -0.04, 0.03], [-0.01, -0.02, -0.05], [0.00, 0.00, -0.01], [0.00, -0.02, -0.01], [-0.01, 0.01, 0.00], [0.00, 0.05, -0.03], [-0.02, -0.01, 0.00], [0.02, 0.04, 0.04], [0.00, 0.00, -0.01], [-0.03, 0.00, 0.00], [0.04, -0.01, 0.00], [0.00, 0.00, 0.01], [0.03, 0.00, 0.01], [0.00, 0.02, 0.02], [-0.02, -0.03, 0.02], [0.00, 0.00, 0.00], [0.00, 0.00, 0.01], [0.00, -0.03, 0.02], [0.06, -0.08, -0.06], [0.00, -0.01, -0.01], [0.02, 0.00, -0.01], [0.05, -0.06, -0.04], [0.01, 0.00, -0.01], [-0.02, -0.01, 0.02], [0.00, 0.04, 0.01], [-0.01, 0.00, 0.00], [0.00, 0.00, 0.01], [0.00, 0.01, 0.00], [0.00, 0.00, 0.01], [0.03, 0.01, 0.00], [-0.01, 0.00, 0.00], [0.00, -0.02, 0.02], [0.00, 0.01, 0.00], [0.01, 0.00, 0.00], [0.00, 0.00, -0.01], [0.00, 0.00, 0.00], [-0.01, 0.00, 0.00], [0.00, -0.01, -0.01], [0.00, 0.00, 0.00], [0.00, 0.00, 0.00], [0.00, 0.00, 0.00]], "total_charge": 1, "fmax_ev_per_a": 0.2, "homo_energy_ha": -0.3419, "lumo_energy_ev": -2.72, "total_energy_ev": -72998.903}

***

# 3
{"formula": "C24H43NP2Sn", "method": "the ωB97M-V functional and the def2-TZVPD basis", "species": ["P", "P", "C", "C", "H", "H", "H", "H", "C", "H", "H", "H", "C", "H", "H", "H", "C", "H", "H", "H", "C", "H", "H", "H", "Sn", "C", "C", "C", "C", "C", "C", "C", "C", "C", "H", "H", "H", "H", "H", "H", "H", "H", "H", "H", "H", "H", "H", "H", "H", "C", "N", "C", "C", "C", "C", "C", "C", "C", "C", "H", "H", "H", "H", "H", "H", "H", "H", "H", "H", "H", "H"], "positions_angstrom": [[2.652718, -1.486520, -2.303923], [1.034401, 2.136602, -1.333062], [2.207936, 0.063749, -3.317412], [2.023236, 1.552574, -2.724011], [1.399390, -0.185799, -4.037989], [3.158864, 0.142939, -3.896960], [3.024806, 1.837424, -2.357692], [1.821168, 2.249202, -3.563605], [-0.572614, 2.777279, -1.891583], [-0.975067, 3.371345, -1.064781], [-1.338706, 2.049918, -2.194489], [-0.379845, 3.465081, -2.726370], [1.616894, 3.776478, -0.883472], [1.881805, 4.313808, -1.792206], [2.473012, 3.722932, -0.228822], [0.825228, 4.344998, -0.381681], [1.396163, -2.840928, -2.121531], [1.544045, -3.251653, -1.114570], [1.664547, -3.614958, -2.844066], [0.333449, -2.597357, -2.232755], [3.827746, -2.384395, -3.356906], [4.735693, -1.780690, -3.519806], [3.393389, -2.667324, -4.336645], [4.073585, -3.307913, -2.801026], [-1.346526, -0.234434, -3.480510], [-0.429727, 1.147890, -5.179437], [-1.834283, 1.269874, -4.981512], [-2.856735, 0.419095, -5.695694], [-2.560953, -1.099704, -5.965753], [-1.661160, -1.823152, -4.977627], [-0.241023, -1.615544, -4.932639], [0.434094, -1.049103, -6.149287], [0.099100, 0.436560, -6.391785], [-1.370008, -0.420299, -1.391329], [0.243021, 1.903227, -4.758085], [-2.209569, 2.142551, -4.415232], [-3.119821, 0.842780, -6.674430], [-3.757643, 0.472803, -5.069748], [-3.548141, -1.578961, -5.867678], [-2.200376, -1.210625, -7.013115], [-2.076334, -2.715030, -4.490044], [0.383220, -2.263137, -4.320797], [0.116842, -1.633648, -7.033805], [1.529356, -1.171671, -6.055138], [1.034723, 0.914070, -6.715861], [-0.574359, 0.489261, -7.269170], [-0.500107, 0.095464, -0.958054], [-1.234801, -1.485262, -1.218459], [-2.327250, -0.061262, -0.992402], [-1.833041, 2.550199, 1.360790], [-1.597581, 1.123188, 1.465361], [-2.687100, 0.522409, 2.216268], [-0.303780, 0.713159, 1.996525], [0.933526, 1.285294, 1.364754], [1.925042, 1.919516, 2.131059], [3.227416, 2.078235, 1.643816], [3.598604, 1.353533, 0.487508], [2.673363, 0.509814, -0.092919], [1.328034, 0.936318, 0.038377], [-2.768996, 2.732807, 0.820590], [-1.033613, 3.039746, 0.814448], [-1.923878, 3.058088, 2.333393], [-2.573023, -0.559426, 2.256556], [-2.721923, 0.884859, 3.259021], [-3.654834, 0.747924, 1.756103], [-0.230670, 0.919134, 3.079928], [-0.251609, -0.365344, 1.784208], [1.646747, 2.245916, 3.133282], [3.972968, 2.619291, 2.239508], [4.626227, 1.376794, 0.162032], [2.916140, -0.439687, -0.589953]], "forces_ev_per_a": [[0.47, -0.23, 0.47], [-0.86, -1.54, 0.43], [-0.20, -0.05, -0.64], [1.21, -0.69, -0.55], [0.80, 0.54, 0.61], [-0.69, 0.07, 0.22], [-0.18, 0.00, -0.28], [0.10, -0.39, 0.38], [-0.86, -0.58, -0.06], [-0.07, -0.21, -0.33], [0.31, 0.34, 0.24], [0.12, -0.17, 0.17], [0.42, 0.04, 0.41], [0.11, -0.03, -0.12], [0.36, 0.11, 0.12], [0.17, -0.31, -0.04], [-0.33, 0.11, -0.29], [-0.07, 0.12, -0.25], [-0.28, -0.08, 0.04], [0.30, 0.02, 0.07], [-0.01, 0.00, -0.83], [-0.28, -0.38, 0.10], [0.31, 0.04, 0.36], [0.05, 0.47, -0.31], [0.40, -0.58, 0.51], [-0.32, 0.43, -0.09], [-0.12, 0.12, 0.78], [-0.86, -0.24, -1.15], [-0.45, 0.28, -0.57], [-0.39, 0.15, 0.78], [-0.29, -0.30, -0.22], [0.68, 0.34, -0.43], [0.76, -0.75, -0.97], [0.57, 0.12, 0.46], [-0.57, -0.21, 0.00], [0.14, -0.40, -0.54], [-0.02, 0.23, 0.12], [0.14, -0.03, -0.36], [0.42, 0.07, -0.47], [-0.24, -0.18, 0.65], [0.21, 0.32, -0.15], [-0.41, -0.25, -0.18], [0.27, 0.06, 0.41], [-0.54, -0.02, -0.05], [-0.35, 0.12, 0.09], [0.05, 0.35, 0.69], [-0.64, -0.30, 0.01], [-0.22, -0.09, 0.09], [0.41, -0.09, -0.20], [-0.04, 0.18, 0.31], [-0.23, 0.24, -0.60], [-0.13, -0.23, 0.32], [-0.93, 0.83, -0.01], [1.05, 1.17, 0.09], [-0.44, -0.73, 0.46], [-0.16, 0.14, -0.23], [0.43, -0.43, 1.82], [0.99, 1.78, 0.17], [-1.44, 0.38, -0.57], [0.13, -0.10, 0.06], [0.24, 0.06, 0.06], [0.06, -0.06, 0.03], [0.02, -0.09, -0.06], [0.01, 0.00, -0.15], [0.23, 0.00, -0.02], [0.01, -0.25, -0.11], [0.16, 0.18, 0.52], [0.26, -0.12, -0.13], [-0.36, -0.03, -0.48], [0.34, -0.52, 0.26], [0.28, 1.25, -0.90]], "total_charge": 2, "fmax_ev_per_a": 2.0, "homo_energy_ha": -0.4814, "lumo_energy_ev": -6.70, "total_energy_ev": -51461.469}